No. 1
Entry from OMol25: a 8-piece molecular cluster, C24H42O24 overall at a distorted geometry (the ωB97M-V functional and the def2-TZVPD basis).

Its total energy is -74709.25542 eV. As for the multiplicity: 1. The value obtained for the HOMO energy is -0.3917 Ha. As for the SMILES: COC(=O)OC.COC(=O)OC.COC(=O)OC.COC(=O)OC.COC(=O)OC.O=C1OCCO1.O=C1OCCO1.O=C1OCCO1. Its frontier orbital gap is 10.78 eV. The LUMO energy is 0.12 eV. As for the energy relative to the best compared isomer or geometry (same formula, charge and spin): 0.000 eV.

The geometry in XYZ format:
```
90
C24H42O24 | OMol25 | the ωB97M-V functional and the def2-TZVPD basis
C 3.842 0.722 -2.550
C 4.595 -0.467 -3.173
O 4.217 -0.407 -4.549
C 3.782 0.842 -4.833
O 3.600 1.266 -5.923
O 3.575 1.541 -3.696
H 4.464 1.288 -1.863
H 2.924 0.405 -2.059
H 4.266 -1.417 -2.759
H 5.677 -0.361 -3.103
C -4.425 -0.936 -0.160
C -5.473 -0.214 -1.039
O -6.714 -0.816 -0.628
C -6.503 -1.778 0.283
O -7.338 -2.411 0.831
O -5.165 -1.956 0.495
H -4.044 -0.243 0.591
H -3.627 -1.341 -0.777
H -5.322 -0.461 -2.087
H -5.538 0.852 -0.855
C -1.001 -1.025 1.419
C 0.071 -1.968 0.872
O 1.029 -1.094 0.265
C 0.662 0.187 0.429
O 1.188 1.115 -0.088
O -0.395 0.273 1.268
H -1.186 -1.229 2.470
H -1.903 -1.007 0.816
H -0.303 -2.688 0.146
H 0.641 -2.483 1.643
C 0.156 7.008 -3.322
O 0.676 6.719 -2.038
C 0.107 5.671 -1.421
O -0.861 5.076 -1.814
O 0.807 5.420 -0.322
C 0.299 4.365 0.507
H 0.408 6.210 -4.019
H 0.590 7.940 -3.677
H -0.922 7.175 -3.294
H 0.601 4.622 1.520
H 0.755 3.418 0.225
H -0.783 4.262 0.451
C -0.568 2.631 3.416
O -0.732 3.005 4.778
C -0.183 4.184 5.094
O 0.414 4.887 4.319
O -0.401 4.415 6.379
C -0.087 5.735 6.814
H -1.058 1.666 3.323
H 0.454 2.621 3.051
H -1.181 3.279 2.781
H 0.912 6.041 6.511
H -0.154 5.742 7.896
H -0.811 6.435 6.395
C -0.318 -5.041 -2.646
O 0.771 -4.196 -2.270
C 1.604 -4.637 -1.328
O 1.626 -5.744 -0.867
O 2.397 -3.621 -1.007
C 3.301 -3.812 0.076
H -1.026 -5.181 -1.828
H 0.024 -6.049 -2.888
H -0.746 -4.548 -3.511
H 4.023 -4.608 -0.122
H 2.796 -4.143 0.985
H 3.813 -2.870 0.233
C 0.875 -5.416 3.590
O 1.801 -4.359 3.284
C 1.634 -3.252 4.008
O 0.751 -3.037 4.794
O 2.534 -2.360 3.580
C 2.328 -0.999 3.935
H 1.011 -5.746 4.620
H 1.165 -6.252 2.961
H -0.146 -5.083 3.430
H 2.726 -0.398 3.115
H 2.790 -0.708 4.871
H 1.255 -0.789 3.899
C -3.842 -0.594 -4.810
O -2.432 -0.692 -4.912
C -1.741 -0.833 -3.789
O -2.185 -0.749 -2.666
O -0.480 -1.094 -4.100
C 0.428 -1.048 -3.002
H -4.175 0.440 -4.897
H -4.262 -1.009 -3.896
H -4.249 -1.147 -5.656
H 0.396 -0.060 -2.539
H 1.414 -1.329 -3.351
H 0.106 -1.749 -2.233
```

---

No. 2
Entry from OMol25: C24H42O2P2Ru as an isolated structure at a distorted geometry (the ωB97M-V functional and the def2-TZVPD basis).

Its total energy is -50802.76354 eV. As for the multiplicity: 5. The value obtained for the HOMO energy (spin up / spin down) is -0.4890 / -0.5170 Ha. As for the net charge: +2. As for the expectation value of S²: 6.030. Its frontier orbital gap (spin up / spin down) is 6.88 / 4.38 eV. The LUMO energy (spin up / spin down) is -6.43 / -9.69 eV. As for the energy relative to the best compared isomer or geometry (same formula, charge and spin): 0.260 eV.

The geometry in XYZ format:
```
71
C24H42O2P2Ru | OMol25 | the ωB97M-V functional and the def2-TZVPD basis
Ru 1.235 -1.045 -1.804
C -0.467 -1.157 0.147
C -0.181 -2.199 -0.832
C 1.687 -1.877 0.538
C 0.678 -0.953 0.946
C 1.146 -2.732 -0.465
C -1.794 -0.531 0.364
H -2.451 -0.561 -0.511
H -1.722 0.512 0.696
H -2.307 -1.066 1.175
C 0.834 0.061 2.035
H -0.027 0.745 2.159
H 1.735 0.689 1.895
H 0.994 -0.496 2.972
C 3.005 -2.157 1.138
H 3.152 -3.238 1.253
H 3.102 -1.641 2.088
H 3.786 -1.786 0.477
C 1.825 -3.901 -1.042
H 1.114 -4.572 -1.523
H 2.575 -4.391 -0.415
H 2.446 -3.502 -1.894
C -1.193 -2.970 -1.606
H -1.487 -3.912 -1.121
H -0.805 -3.197 -2.600
H -2.087 -2.354 -1.689
C -2.723 4.264 -1.441
C -3.528 3.204 -1.415
C -4.301 2.603 -2.537
C -3.540 2.292 -3.862
C -2.040 2.175 -3.840
C -1.117 3.138 -3.773
C -1.095 4.543 -3.247
C -2.409 5.145 -2.618
H -5.118 3.256 -2.853
H -3.750 3.093 -4.610
H -4.822 1.731 -2.122
H -3.199 5.181 -3.381
H -2.128 4.472 -0.542
H -3.724 2.702 -0.467
H -2.265 6.197 -2.302
H -0.315 4.550 -2.482
H -0.076 2.823 -4.048
H -0.797 5.258 -4.014
H -3.956 1.339 -4.257
H -1.661 1.145 -3.903
P 0.572 0.509 -4.710
C 0.919 1.771 -6.185
C -0.548 -0.476 -5.845
P 2.444 -1.773 -3.308
C 2.148 -0.435 -4.552
C 1.553 -3.262 -3.950
C 4.261 -1.889 -3.585
H 1.828 2.377 -6.046
H 0.105 2.494 -6.317
H 0.951 1.233 -7.151
H -0.347 -0.268 -6.914
H -1.597 -0.216 -5.640
H -0.384 -1.531 -5.596
H 4.529 -1.477 -4.571
H 4.565 -2.947 -3.529
H 4.783 -1.279 -2.829
H 2.795 0.376 -4.217
H 2.451 -0.773 -5.531
H 2.084 -4.176 -3.655
H 1.423 -3.221 -5.029
H 0.540 -3.305 -3.518
O 3.401 0.637 -1.027
C 2.623 1.492 -1.493
O 1.499 1.269 -2.085
H 2.988 2.532 -1.415
```